[1]
C32H54F6N8O6PSn | ωB97M-V/def2-TZVPD

Summary:
energy relative to the best compared isomer or geometry (same formula, charge and spin) = 0.0 kJ/mol
multiplicity = 1
E_HOMO = -4.997 eV
energy = -89698.934 eV
frontier orbital gap = 6.94 eV
charge = -1

Element x y z (Å)
Sn -0.467 0.707 -0.283
N -1.431 2.824 0.581
C -1.288 2.977 2.031
C 0.134 3.350 2.411
C 1.187 2.279 2.132
O 2.066 2.088 2.971
O 1.106 1.670 1.004
H -1.075 3.638 0.092
H -2.405 2.698 0.324
H -1.583 2.034 2.494
H -1.962 3.752 2.414
H 0.188 3.603 3.470
H 0.431 4.239 1.846
C -3.118 -1.910 -1.661
N -2.044 -1.290 -2.420
C -2.509 -0.081 -3.069
C -1.459 -2.220 -3.365
C -0.092 -1.790 -3.889
N 0.876 -1.498 -2.848
C 2.141 -1.115 -3.439
C 1.050 -2.610 -1.934
H -3.955 -2.227 -2.310
H -3.487 -1.205 -0.918
H -2.740 -2.778 -1.121
H -3.280 -0.291 -3.833
H -1.680 0.455 -3.532
H -2.947 0.576 -2.316
H -2.124 -2.371 -4.237
H -1.363 -3.190 -2.873
H -0.191 -0.897 -4.512
H 0.278 -2.603 -4.545
H 2.586 -1.928 -4.043
H 2.850 -0.851 -2.652
H 2.001 -0.246 -4.083
H 1.318 -3.545 -2.464
H 0.146 -2.767 -1.350
H 1.841 -2.371 -1.225
O -2.641 -1.915 1.904
C -2.862 -0.706 1.887
O -2.519 0.156 1.016
H -3.453 -0.281 2.735
C 2.231 2.536 -2.079
C 0.840 3.063 -2.461
O -0.190 2.298 -2.043
C 0.766 3.138 -4.012
F 0.814 1.901 -4.534
F 1.770 3.829 -4.588
F -0.380 3.691 -4.452
C 0.707 4.503 -1.893
F 1.590 5.385 -2.401
F -0.516 5.030 -2.089
F 0.900 4.496 -0.563
H 2.376 1.573 -2.567
H 2.254 2.388 -0.999
H 3.027 3.219 -2.377
O 0.583 -1.281 1.009
P 1.416 -1.904 2.067
N 1.216 -1.247 3.571
C -0.066 -0.581 3.894
C 0.254 0.291 5.113
C 1.512 -0.355 5.698
C 2.284 -0.739 4.444
N 1.079 -3.536 2.146
C -0.170 -4.051 1.545
C -0.842 -4.798 2.689
C 0.348 -5.396 3.437
C 1.399 -4.283 3.373
N 3.071 -1.842 1.834
C 3.569 -0.531 1.338
C 4.942 -0.867 0.779
C 4.697 -2.222 0.117
C 3.764 -2.929 1.103
H -0.830 -1.331 4.115
H -0.425 0.003 3.046
H -0.577 0.333 5.818
H 0.496 1.303 4.789
H 1.249 -1.253 6.265
H 2.076 0.318 6.345
H 3.036 -1.509 4.614
H 2.763 0.149 4.024
H 0.072 -4.741 0.726
H -0.783 -3.238 1.165
H -1.546 -5.552 2.333
H -1.387 -4.083 3.309
H 0.708 -6.282 2.906
H 0.123 -5.683 4.465
H 2.418 -4.681 3.339
H 1.323 -3.624 4.244
H 3.586 0.215 2.130
H 2.918 -0.138 0.552
H 5.666 -0.973 1.591
H 5.301 -0.104 0.090
H 5.610 -2.792 -0.057
H 4.196 -2.079 -0.843
H 4.348 -3.524 1.813
H 3.060 -3.598 0.611
N -6.022 5.506 -5.663
C -5.561 4.992 -4.745
C -4.999 4.349 -3.585
C -5.800 4.102 -2.474
C -5.214 3.493 -1.379
N -3.935 3.125 -1.339
C -3.175 3.354 -2.412
C -3.665 3.970 -3.558
H -6.845 4.376 -2.469
H -5.801 3.286 -0.491
H -2.137 3.021 -2.363
H -3.014 4.145 -4.402

Forces on atoms 1 to 6 (eV/Å):
0.107 0.249 0.012
-0.203 -0.327 0.029
-0.081 0.069 0.024
0.078 -0.037 0.011
-0.021 0.087 0.057
0.053 0.024 -0.055



[2]
C32H54GaO20 | ωB97M-V/def2-TZVPD

Summary:
multiplicity = 1
E_HOMO = -4.178 eV
energy = -127387.635 eV
frontier orbital gap = 5.88 eV
charge = -1

Element x y z (Å)
C 6.404 -2.812 -1.082
C 6.002 -2.350 0.291
O 6.713 -2.553 1.274
O 4.785 -1.785 0.421
C 4.525 -0.620 -0.351
C 3.306 -0.766 -1.222
C 1.994 -0.809 -0.451
C 0.800 -1.258 -1.309
C -0.033 -2.406 -0.773
C 0.521 -3.797 -1.065
Ga 2.241 -4.344 -0.050
H 5.590 -2.816 -1.794
H 7.220 -2.195 -1.444
H 6.787 -3.820 -0.995
H 5.376 -0.397 -0.997
H 4.424 0.233 0.317
H 3.302 0.120 -1.861
H 3.384 -1.616 -1.891
H 1.786 0.218 -0.159
H 2.089 -1.385 0.464
H 0.150 -0.388 -1.419
H 1.129 -1.516 -2.313
H -1.004 -2.332 -1.272
H -0.238 -2.327 0.290
H -0.217 -4.541 -0.771
H 0.738 -3.935 -2.121
H 2.393 -5.936 0.135
H 2.184 -3.530 1.355
H 3.529 -3.824 -0.895
C 5.744 -3.665 4.150
C 6.113 -5.123 4.214
C 4.937 -6.072 4.268
O 5.471 -7.181 5.016
C 6.465 -6.710 5.801
O 6.979 -7.324 6.680
O 6.792 -5.448 5.451
H 6.620 -3.049 3.961
H 5.033 -3.488 3.344
H 5.305 -3.338 5.094
H 6.783 -5.382 3.392
H 4.603 -6.402 3.289
H 4.090 -5.656 4.818
C -3.065 3.043 0.898
C -2.452 1.751 0.425
C -3.431 0.786 -0.206
O -2.850 -0.489 0.102
C -2.090 -0.347 1.214
O -1.603 -1.231 1.832
O -1.950 0.969 1.524
H -2.289 3.742 1.203
H -3.637 3.512 0.099
H -3.711 2.874 1.761
H -1.614 1.951 -0.243
H -3.523 0.906 -1.282
H -4.422 0.840 0.252
C -4.006 8.396 1.433
C -3.432 7.612 0.279
C -3.737 8.182 -1.091
O -3.764 7.003 -1.908
C -4.098 5.961 -1.117
O -4.389 4.881 -1.519
O -4.044 6.310 0.182
H -3.634 8.013 2.383
H -3.730 9.447 1.356
H -5.092 8.312 1.448
H -2.358 7.462 0.409
H -2.977 8.870 -1.451
H -4.717 8.662 -1.143
C -6.146 4.999 -6.114
C -6.108 6.442 -5.677
C -5.250 6.711 -4.459
O -5.920 7.836 -3.862
C -7.221 7.789 -4.229
O -8.081 8.453 -3.753
O -7.402 6.881 -5.215
H -6.660 4.896 -7.069
H -5.135 4.606 -6.223
H -6.684 4.396 -5.383
H -5.819 7.090 -6.509
H -4.224 6.972 -4.700
H -5.252 5.884 -3.749
C 2.746 3.208 3.612
C 1.404 3.186 2.924
C 1.325 2.274 1.723
O 0.351 2.939 0.901
C 0.377 4.252 1.205
O -0.170 5.106 0.582
O 1.101 4.468 2.326
H 2.695 3.769 4.545
H 3.074 2.193 3.839
H 3.490 3.690 2.978
H 0.608 2.959 3.637
H 0.987 1.269 1.963
H 2.266 2.219 1.173
C -1.293 -9.015 0.715
C -1.438 -8.165 -0.524
C -1.574 -8.941 -1.818
O -0.986 -8.057 -2.772
C -0.086 -7.265 -2.105
O 0.703 -6.559 -2.620
O -0.247 -7.414 -0.767
H -1.342 -8.399 1.612
H -2.088 -9.762 0.765
H -0.327 -9.518 0.717
H -2.263 -7.456 -0.409
H -2.607 -9.152 -2.087
H -1.004 -9.875 -1.802

Forces on atoms 1 to 6 (eV/Å):
0.064 0.176 -0.126
0.809 -0.567 1.509
-1.258 0.312 -1.527
0.533 0.310 0.762
0.166 -0.184 -0.880
-0.241 0.310 0.008